<P>
The molecule C5H12SSi. Source: OMol25; level of theory: wB97M-V/def2-TZVPD.

Geometry as XYZ:
```
19
Properties=species:S:1:pos:R:3:mulliken_charge:R:1
C 0.161 1.414 -1.888 -1.070
Si -0.248 0.186 -0.401 0.346
C -1.896 0.464 0.693 -1.107
C -0.142 -1.644 -1.144 -1.079
C 1.167 0.292 0.804 -0.150
C 1.138 -0.375 2.250 -0.767
S 2.489 -0.957 1.249 -0.144
H -0.264 0.910 -2.772 0.300
H -0.249 2.394 -1.867 0.346
H 1.273 1.272 -1.952 0.300
H -1.645 1.418 1.169 0.304
H -2.767 0.505 0.145 0.378
H -1.880 -0.171 1.526 0.361
H -0.951 -1.759 -1.882 0.314
H 0.754 -1.970 -1.717 0.331
H -0.290 -2.340 -0.355 0.324
H 1.746 1.259 0.729 0.444
H 1.267 0.258 3.131 0.309
H 0.336 -1.157 2.282 0.259
```

The calculation puts the HOMO-LUMO gap at 9.46 eV. The value obtained for the lowest unoccupied orbital energy is 0.03203 Ha. As for the highest occupied orbital energy: -0.3157 Eh.

<Q>
The molecule C5H12SSi. Source: OMol25; level of theory: wB97M-V/def2-TZVPD.

Geometry as XYZ:
```
19
Properties=species:S:1:pos:R:3:mulliken_charge:R:1
C 0.239 -1.588 -0.545 -0.938
C -0.501 -0.008 -2.722 -0.659
C -0.096 1.421 -0.398 -0.856
C 1.834 0.137 1.284 -1.016
C -1.301 -0.327 1.915 -1.077
Si 0.220 -0.202 0.673 0.596
S 0.155 1.499 -2.218 -0.025
H -0.704 -2.019 -0.911 0.383
H 1.092 -2.145 -0.809 0.350
H -0.385 -0.198 -3.759 0.368
H -1.581 -0.226 -2.399 0.241
H -1.181 1.697 -0.382 0.395
H 0.486 2.313 -0.124 0.363
H 2.116 1.058 0.870 0.335
H 2.137 0.172 2.343 0.353
H 2.443 -0.697 0.779 0.230
H -1.344 0.594 2.529 0.298
H -2.200 -0.307 1.309 0.302
H -1.431 -1.175 2.565 0.357
```

The calculation puts the HOMO-LUMO gap (spin up / spin down) at 8.46 / 7.25 eV. The value obtained for the lowest unoccupied orbital energy (spin up / spin down) is 0.00707 / -0.00477 Ha. As for the highest occupied orbital energy (spin up / spin down): -0.3038 / -0.2711 Eh.

The structure with the least stability is <Q>.

<P>
A cluster of 14 separate species, C8H40O13 in total. Source: OMol25; level of theory: wB97M-V/def2-TZVPD.

Geometry as XYZ:
```
61
Properties=species:S:1:pos:R:3:mulliken_charge:R:1
C 3.146 -1.288 0.013 -1.424
C 1.736 -1.479 -0.512 1.013
C 0.756 -1.667 0.719 -1.009
C -0.423 -0.754 0.748 1.749
C -0.310 0.360 1.497 -1.017
C -2.098 -2.455 0.392 -1.438
C -1.640 -1.235 0.057 0.169
C -2.296 -0.294 -0.906 -0.842
H 3.778 -0.686 -0.629 0.288
H 3.704 -2.185 0.297 0.371
H 3.087 -0.879 1.045 0.103
H 1.425 -0.697 -1.186 -0.601
H 1.812 -2.373 -1.143 0.670
H 0.409 -2.718 0.783 0.338
H 1.404 -1.418 1.541 0.648
H -1.056 1.137 1.653 0.117
H 0.612 0.567 2.018 -0.157
H -1.703 -3.056 1.188 0.301
H -2.939 -2.851 -0.145 0.426
H -1.559 0.099 -1.622 0.168
H -2.674 0.609 -0.387 0.042
H -3.211 -0.688 -1.349 0.444
H -2.332 0.233 3.286 0.277
H -1.739 -0.689 4.136 0.328
O -2.616 -0.581 3.735 -0.596
H 2.036 -1.664 -3.005 0.399
H 1.951 -2.164 -4.389 0.357
O 1.777 -2.467 -3.486 -0.727
H 2.776 0.885 -2.668 0.293
H 1.574 0.516 -3.545 0.318
O 2.463 0.218 -3.291 -0.692
H -0.906 -1.970 -2.450 0.282
H 0.132 -2.562 -3.468 0.482
O -0.815 -2.271 -3.362 -0.862
H 1.184 3.656 2.202 0.474
H 0.214 4.045 1.030 0.328
O 0.421 4.243 1.946 -0.823
H -1.385 -4.925 -1.098 0.304
H -0.327 -4.782 -1.965 0.293
O -0.414 -4.939 -1.009 -0.598
H -1.088 3.543 2.123 0.331
H -2.647 3.586 2.041 0.271
O -1.880 3.161 1.628 -0.616
H -1.001 0.287 -5.087 0.265
H -0.634 -0.832 -4.013 0.469
O -0.328 0.013 -4.458 -0.660
H 1.862 0.545 4.813 0.295
H 2.718 -0.109 3.623 0.345
O 2.683 0.106 4.554 -0.645
H -3.372 1.746 1.647 0.336
H -4.251 0.737 2.402 0.336
O -3.966 1.661 2.399 -0.732
H 0.849 0.913 -0.987 -0.005
H 0.803 2.355 -0.643 0.470
O 1.456 1.604 -0.697 -0.675
H 1.818 2.080 0.859 0.499
H 2.992 2.939 1.448 0.298
O 2.227 2.416 1.707 -0.676
H -1.265 3.272 -0.118 0.326
H -0.819 3.789 -1.562 0.279
O -0.514 3.368 -0.741 -0.701
```

The calculation puts the HOMO-LUMO gap at 9.11 eV. The value obtained for the lowest unoccupied orbital energy is -0.00115 Ha. As for the highest occupied orbital energy: -0.3359 Eh.

<Q>
A cluster of 14 separate species, C8H40O13 in total. Source: OMol25; level of theory: wB97M-V/def2-TZVPD.

Geometry as XYZ:
```
61
Properties=species:S:1:pos:R:3:mulliken_charge:R:1
C 0.091 -0.936 -2.411 -1.363
C 0.133 -1.429 -0.976 1.578
C -0.970 -0.971 -0.049 0.466
C -1.714 0.119 -0.243 -1.196
C -0.487 -1.892 2.241 -0.391
C -1.198 -1.896 1.109 0.723
C -2.453 -2.750 1.053 -1.807
C 0.544 -0.864 2.577 -0.628
H 0.026 -1.697 -3.186 0.290
H 0.982 -0.367 -2.673 0.103
H -0.781 -0.306 -2.567 0.431
H 1.066 -1.151 -0.487 -1.131
H 0.249 -2.514 -0.901 0.642
H -1.667 0.734 -1.127 -0.254
H -2.461 0.351 0.501 0.870
H -0.533 -2.749 2.906 0.556
H -2.227 -3.795 0.833 0.340
H -3.119 -2.698 1.912 0.409
H -3.073 -2.399 0.221 0.410
H 0.199 0.166 2.584 -0.014
H 1.277 -0.918 1.765 -0.221
H 1.107 -0.911 3.509 0.450
H -3.471 2.321 -1.216 0.244
H -4.155 3.037 -0.188 0.311
O -3.999 2.110 -0.428 -0.568
H 1.859 2.052 0.952 0.349
H 3.260 2.383 0.544 0.286
O 2.671 1.633 0.563 -0.599
H 1.706 -5.176 -1.022 0.289
H 2.627 -3.977 -0.797 0.392
O 2.329 -4.605 -1.483 -0.663
H -1.432 0.763 1.909 0.283
H -2.492 1.647 2.512 0.409
O -1.620 1.234 2.729 -0.889
H 2.145 -1.050 -4.293 0.317
H 2.916 -0.595 -3.067 0.371
O 2.764 -0.376 -3.993 -0.690
H -0.297 2.294 2.194 0.344
H 0.142 3.293 1.087 0.280
O 0.480 2.626 1.700 -0.725
H 0.559 3.033 -1.502 0.250
H 0.903 4.417 -1.528 0.317
O 0.365 3.829 -0.992 -0.570
H -4.835 1.475 1.860 0.300
H -4.248 0.433 2.793 0.307
O -4.282 1.390 2.647 -0.675
H -0.184 1.806 -2.779 0.142
H -0.860 2.992 -3.576 0.336
O -0.992 2.126 -3.184 -0.548
H -2.265 0.037 3.863 0.469
H -1.874 -1.288 4.559 0.294
O -2.617 -0.699 4.404 -0.673
H 2.861 -1.764 -0.381 0.429
H 3.038 -2.360 1.064 0.317
O 3.186 -2.534 0.133 -0.702
H 4.461 -0.417 -1.076 0.247
H 3.280 0.538 -0.536 0.347
O 3.522 -0.213 -1.121 -0.575
H 3.217 2.126 -2.203 0.285
H 3.094 1.796 -3.668 0.368
O 3.249 2.538 -3.069 -0.670
```

The calculation puts the HOMO-LUMO gap at 9.03 eV. The value obtained for the lowest unoccupied orbital energy is -0.00198 Ha. As for the highest occupied orbital energy: -0.3337 Eh.

The structure with the least stability is <P>.